# C27H57BGeN8RhSSi3

A structure of composition C27H57BGeN8RhSSi3 in a non-equilibrium geometry (wB97M-V/def2-TZVPD, OMol25).

Structure (XYZ):
```
99
Properties=species:S:1:pos:R:3:forces:R:3
Rh -0.3863 0.2722 0.1223 -0.5638 0.2618 0.0885
C 1.4552 3.2318 1.5712 -0.0121 -0.0330 -0.0597
C 0.1911 3.4003 0.8114 0.0490 0.0612 0.1855
C -0.4785 4.6006 0.5887 -0.0614 -0.0224 -0.0536
C -1.6729 4.2624 -0.0170 0.0248 -0.0148 0.0985
C -2.7947 5.1478 -0.4397 0.0143 0.0142 -0.0139
N -1.6973 2.9230 -0.1462 0.0170 0.0524 -0.1692
N -0.5400 2.3825 0.3428 -0.0841 -0.0874 -0.0886
B -2.8864 2.0365 -0.5301 0.0457 -0.0104 0.0346
N -3.1549 1.0778 0.6540 0.0058 -0.0980 -0.0995
N -2.1504 0.2853 1.1140 -0.0313 -0.1756 -0.2585
C -2.5879 -0.3527 2.2115 0.0485 0.0139 0.0161
C -1.7570 -1.2373 3.0717 0.0393 -0.0554 -0.0123
C -3.9092 0.0230 2.4340 -0.0594 0.0914 0.0168
C -4.2335 0.9317 1.4401 0.0519 0.0613 0.0665
C -5.4961 1.6939 1.2300 -0.0212 -0.0202 -0.0085
N -2.5038 1.1637 -1.7341 0.0301 -0.0132 0.1405
N -1.4207 0.3524 -1.6368 -0.0148 -0.1604 0.0995
C -1.3012 -0.3110 -2.7999 0.0123 0.0360 -0.0409
C -0.2473 -1.3032 -3.1444 0.0167 -0.0359 0.0482
C -2.3263 0.1003 -3.6472 -0.0286 0.0665 -0.0218
C -3.0675 1.0339 -2.9435 0.0374 0.0216 0.0030
C -4.2575 1.8220 -3.3713 -0.0165 -0.0115 -0.0100
H 1.5113 3.9913 2.3499 0.0023 -0.0018 0.0028
H 2.3440 3.3275 0.9532 0.0355 0.0272 -0.0679
H 1.4672 2.2584 2.0412 0.0142 -0.0198 -0.0043
H -0.1466 5.5856 0.8685 0.0017 0.0075 -0.0132
H -2.5160 6.1859 -0.2762 -0.0006 0.0007 -0.0017
H -3.7000 4.9444 0.1322 -0.0008 -0.0010 0.0045
H -3.0289 5.0194 -1.4962 0.0010 -0.0051 -0.0016
H -3.8517 2.6861 -0.7659 -0.0092 -0.0108 -0.0230
H -0.7551 -1.3563 2.6751 0.0284 0.0259 0.0214
H -2.2095 -2.2258 3.1577 0.0153 -0.0043 -0.0021
H -1.6968 -0.8165 4.0758 0.0025 0.0011 0.0028
H -4.5359 -0.2931 3.2506 -0.0081 -0.0182 -0.0119
H -6.2334 1.3867 1.9677 -0.0024 0.0004 -0.0033
H -5.9079 1.5195 0.2362 -0.0012 0.0013 0.0009
H -5.3300 2.7654 1.3389 0.0067 0.0019 0.0050
H 0.5348 -1.3433 -2.3966 0.0464 0.0199 0.0240
H 0.1997 -1.0472 -4.1042 -0.0173 -0.0104 -0.0106
H -0.6838 -2.2991 -3.2464 0.0155 -0.0112 0.0207
H -2.4844 -0.2201 -4.6632 -0.0042 -0.0083 0.0015
H -4.5180 1.5611 -4.3942 -0.0023 0.0000 0.0014
H -4.0560 2.8921 -3.3321 0.0064 0.0018 -0.0003
H -5.1197 1.6226 -2.7349 0.0061 -0.0007 0.0021
C -1.9838 -5.3829 -1.0779 -0.0282 0.0216 0.0212
N -1.1291 -4.2108 -0.8731 0.0455 0.0308 -0.0684
C -1.4648 -2.9694 -0.5347 0.2918 -0.0801 -0.0629
S -0.1208 -2.0615 0.1449 -0.0753 -0.0683 0.0137
N -2.6800 -2.4795 -0.6686 -0.0352 0.2476 0.2268
C -3.8202 -3.0042 -1.4194 -0.0119 0.0172 -0.0673
H -1.4319 -6.2545 -0.7367 0.0045 -0.0029 -0.0160
H -2.2388 -5.5172 -2.1273 -0.0147 -0.0121 0.0077
H -2.8864 -5.3069 -0.4807 -0.0172 0.0124 0.0152
H -0.1362 -4.3887 -0.8402 -0.0083 0.0134 0.0204
H -2.8093 -1.5754 -0.2410 0.0236 0.1350 0.0178
H -3.4871 -3.5244 -2.3130 0.0356 -0.0161 0.0138
H -4.4157 -2.1507 -1.7337 -0.0111 -0.0070 -0.0042
H -4.4400 -3.6610 -0.8122 -0.0005 0.0029 -0.0175
C 4.4527 0.1952 3.0948 0.0291 -0.0232 -0.0291
Si 2.6145 -0.0936 3.0668 -0.1946 0.1450 0.0298
C 1.7909 1.2044 4.1281 -0.0100 -0.0510 0.0197
C 2.0954 -1.7365 3.7798 0.0176 0.0311 0.0042
Ge 2.1100 -0.0935 0.5789 0.9497 -0.3872 -0.0362
Si 3.0022 1.3366 -1.3765 -0.2416 0.2077 -0.0789
C 4.8138 1.4043 -0.9464 0.0040 -0.1048 0.0771
C 2.6308 0.4878 -2.9899 -0.0239 -0.0907 0.0724
C 2.3346 3.0611 -1.6289 0.0121 -0.0433 0.0016
Si 3.4565 -2.1958 0.0678 -0.2855 -0.0498 -0.0682
C 2.9970 -3.5660 1.2701 0.0614 -0.0371 -0.0685
C 3.0828 -2.8307 -1.6629 0.0543 0.0025 0.0386
C 5.3200 -2.0508 0.1280 0.0375 0.0732 0.0106
H 4.7498 0.2626 4.1460 0.0086 -0.0025 0.0041
H 4.7273 1.1373 2.6182 0.0129 0.0014 -0.0099
H 5.0237 -0.6106 2.6384 -0.0043 0.0235 0.0080
H 2.0455 0.9138 5.1528 -0.0300 0.0068 0.0072
H 0.7022 1.2086 4.0522 -0.0099 0.0348 -0.0177
H 2.1654 2.2136 3.9775 0.0012 -0.0068 0.0274
H 2.0540 -1.6194 4.8660 -0.0059 0.0518 -0.0025
H 2.7779 -2.5504 3.5636 -0.0039 0.0344 0.0235
H 1.1005 -2.0243 3.4460 -0.0485 -0.0944 -0.0005
H 5.3162 0.4552 -1.1213 0.0006 0.0505 0.0243
H 5.0020 1.7137 0.0824 0.0000 -0.0013 0.0054
H 5.2668 2.1533 -1.6032 -0.0186 0.0109 -0.0199
H 2.7235 -0.5909 -2.9842 0.0004 -0.1059 -0.0320
H 3.3144 0.8810 -3.7479 0.0343 0.0462 0.0465
H 1.6186 0.7581 -3.2961 -0.0095 -0.0168 -0.0201
H 2.7821 3.8248 -0.9985 -0.0127 0.0228 0.0605
H 1.2503 3.1222 -1.5618 -0.0381 0.0251 0.0046
H 2.6086 3.3009 -2.6620 0.0038 -0.0045 -0.0016
H 1.9711 -3.5438 1.6280 -0.0150 -0.0113 0.0092
H 3.6717 -3.5730 2.1260 -0.0118 -0.0279 -0.0143
H 3.1531 -4.5127 0.7440 0.0080 0.0130 -0.0138
H 2.0417 -2.7486 -1.9639 -0.0680 0.0187 -0.0352
H 3.3468 -3.8925 -1.6752 0.0211 0.0105 0.0167
H 3.7133 -2.3456 -2.4073 -0.0323 0.0208 -0.0542
H 5.7493 -1.6997 1.0640 -0.0358 0.0165 -0.0105
H 5.7441 -1.4675 -0.6875 -0.0129 -0.0252 0.0112
H 5.6627 -3.0822 -0.0110 0.0219 0.0035 0.0018
```
Positions in Å, forces in eV/Å.

Values from the calculation:
Charge: +2
LUMO level (spin up / spin down) (eV): -7.05 / -7.43
F_max (hartree/bohr): 0.020
E_HOMO (spin up / spin down) (eV): -12.9 / -13.4
2S+1: 2
Orbital gap (spin up / spin down) (eV): 5.88 / 5.94

# C27H57INO6S2

A structure of composition C27H57INO6S2 in a non-equilibrium geometry (wB97M-V/def2-TZVPD, OMol25).

Structure (XYZ):
```
94
Properties=species:S:1:pos:R:3:forces:R:3
C -0.1264 4.3257 2.1122 -0.0089 0.0333 0.1433
C -1.2271 4.9136 2.6449 0.2886 -0.6050 0.4822
C -2.5280 4.2052 2.4498 0.2177 -0.3983 1.1356
O -3.3770 4.7581 1.7970 -0.0881 -0.0642 0.1344
O -2.6103 2.9695 2.9466 -0.1248 0.1706 -0.0046
C -3.7645 2.2147 2.5804 -0.7425 -0.9781 -0.2327
C -3.6647 1.4617 1.2318 0.3864 0.0414 0.1565
C -2.3331 1.5912 0.4770 -0.2616 0.1041 -0.7433
C -2.5156 1.7800 -1.0504 0.3246 -0.3879 0.2564
C -1.5946 0.8468 -1.8467 -0.5154 0.4402 -0.2400
C -2.0731 -0.6118 -1.8132 0.7210 0.4470 -0.4662
S -1.0827 -1.7699 -0.8746 -0.6153 -1.5487 0.2531
O -1.3822 -3.0540 -1.4688 0.0449 0.1545 -0.3572
O -1.4828 -1.6599 0.5139 0.2585 0.5541 0.0429
N 0.4858 -1.4861 -1.1443 -0.4482 0.2324 0.6596
S 1.3239 -0.7629 -0.0127 0.4834 1.1273 -1.1379
O 2.6747 -0.6353 -0.4985 0.1357 -0.4561 0.1982
O 0.7565 0.4680 0.4842 -0.2978 -0.2694 0.3670
I 1.4981 -2.2452 1.9326 0.0331 -0.0871 0.0788
H 0.1744 3.3338 2.4414 -1.0284 -0.7863 -1.3614
H 0.4695 4.7707 1.3201 1.0096 0.7905 1.1915
H -1.2476 5.8405 3.2063 -0.3813 1.0139 -1.6414
H -3.9045 1.4733 3.3666 0.3301 0.1746 0.1756
H -4.6760 2.8104 2.5740 0.2806 0.4558 0.0943
H -3.8102 0.4006 1.4437 -0.1047 -0.0117 -0.0580
H -4.4927 1.7692 0.5919 0.0320 0.1478 0.0096
H -1.7378 0.6918 0.6107 0.0372 0.0798 0.3566
H -1.7354 2.4315 0.8210 0.0354 -0.0975 0.1989
H -2.3131 2.8159 -1.3292 -0.0953 0.0325 -0.0189
H -3.5425 1.5490 -1.3499 -0.0471 0.1356 0.0227
H -0.5591 0.9496 -1.5243 -0.0099 -0.0921 0.1084
H -1.6252 1.1856 -2.8866 0.0850 -0.1002 -0.0467
H -3.0852 -0.7080 -1.4215 0.0517 -0.0929 0.1694
H -2.0737 -1.0142 -2.8257 0.0221 -0.1415 0.0405
C 8.9404 -0.3238 -2.9478 0.0807 0.0327 0.0817
C 8.5932 -0.9917 -1.6207 -0.0086 -0.0685 -0.0858
C 7.1215 -1.3882 -1.5061 0.0053 0.0191 0.0328
C 6.1307 -0.2247 -1.5681 -0.0324 0.0433 -0.0693
C 6.3420 0.8569 -0.5082 -0.0090 -0.0624 0.0342
C 6.1842 0.3326 0.9149 -0.0291 0.0478 0.0185
H 8.3844 0.6040 -3.0884 -0.0214 -0.0135 -0.0160
H 10.0034 -0.0781 -2.9946 -0.0003 -0.0047 -0.0252
H 8.7139 -0.9859 -3.7866 -0.0401 0.0224 -0.0091
H 8.8714 -0.3312 -0.7946 -0.0222 -0.0007 0.0102
H 9.2048 -1.8922 -1.5100 0.0161 0.0142 0.0303
H 6.9766 -1.9406 -0.5741 -0.0222 0.0001 -0.0027
H 6.8809 -2.0910 -2.3104 0.0103 -0.0038 -0.0006
H 5.1175 -0.6218 -1.4671 -0.0055 0.0229 0.0420
H 6.1714 0.2396 -2.5586 0.0216 -0.0200 -0.0083
H 5.6124 1.6516 -0.6809 -0.0086 -0.0028 0.0142
H 7.3298 1.3179 -0.6198 -0.0033 -0.0050 -0.0523
H 5.1886 -0.0926 1.0554 0.0106 -0.0320 -0.0102
H 6.3156 1.1319 1.6469 -0.0089 0.0015 -0.0002
H 6.9217 -0.4407 1.1398 -0.0104 -0.0073 0.0145
C -4.9453 -0.6508 9.2050 -0.0956 -0.0052 -0.0482
C -5.0217 -1.7842 8.1866 0.0450 -0.0181 0.0950
C -3.6597 -2.1918 7.6264 -0.0043 -0.0149 -0.0315
C -2.9252 -1.0925 6.8568 0.0057 0.0570 0.0377
C -3.6941 -0.5160 5.6689 0.0450 -0.1151 -0.0763
C -3.9940 -1.5501 4.5862 -0.0532 0.1347 0.0353
H -4.5372 0.2600 8.7648 0.0219 -0.0036 0.0096
H -5.9364 -0.4093 9.5931 0.0096 0.0059 0.0218
H -4.3147 -0.9309 10.0518 0.0334 0.0233 -0.0150
H -5.6945 -1.5010 7.3728 0.0160 -0.0089 -0.0185
H -5.4738 -2.6576 8.6652 -0.0268 -0.0010 -0.0252
H -3.7901 -3.0645 6.9812 0.0116 0.0076 -0.0133
H -3.0221 -2.5230 8.4529 -0.0117 0.0019 0.0106
H -1.9745 -1.4970 6.4974 -0.0045 0.0055 -0.0199
H -2.6643 -0.2787 7.5398 0.0000 -0.0130 0.0148
H -3.0982 0.2880 5.2298 0.0009 0.0184 0.0315
H -4.6279 -0.0561 6.0075 0.0181 0.0152 0.0295
H -3.0715 -1.9847 4.1979 -0.0160 -0.0124 -0.0280
H -4.5230 -1.0859 3.7521 0.0304 -0.0523 -0.0496
H -4.6232 -2.3597 4.9606 0.0049 -0.0056 0.0024
C 0.5922 -2.0289 -4.7273 0.0616 0.1213 -0.0426
C -0.0286 -0.6707 -5.0354 -0.0431 -0.0975 0.0224
C -1.2742 -0.7511 -5.9171 0.0035 0.0674 0.0210
C -1.0401 -1.3347 -7.3116 -0.0206 -0.0325 0.0036
C 0.0012 -0.5952 -8.1501 -0.0611 0.0277 -0.0520
C -0.3740 0.8540 -8.4449 0.0885 -0.0264 -0.0040
H 0.9302 -2.5308 -5.6375 -0.0186 -0.0266 0.0074
H 1.4541 -1.9044 -4.0723 -0.0336 -0.0775 0.0621
H -0.1245 -2.6744 -4.2155 0.0373 -0.0292 0.0184
H 0.7195 -0.0181 -5.4963 -0.0253 0.0264 -0.0069
H -0.3042 -0.1951 -4.0923 0.0703 0.0358 -0.0020
H -1.7111 0.2486 -6.0079 -0.0149 -0.0082 -0.0192
H -2.0278 -1.3623 -5.4092 0.0122 -0.0110 0.0068
H -1.9928 -1.3372 -7.8531 0.0092 0.0068 -0.0164
H -0.7433 -2.3830 -7.2230 0.0051 0.0030 0.0258
H 0.1254 -1.1273 -9.0978 0.0297 -0.0092 0.0084
H 0.9739 -0.6264 -7.6526 -0.0084 -0.0220 0.0173
H -1.3237 0.9076 -8.9825 -0.0189 0.0146 0.0317
H 0.3870 1.3353 -9.0618 -0.0173 0.0156 -0.0100
H -0.4698 1.4386 -7.5290 -0.0171 0.0007 -0.0005
```
Positions in Å, forces in eV/Å.

Values from the calculation:
Charge: -1
LUMO level (eV): 2.21
F_max (hartree/bohr): 0.038
E_HOMO (eV): -6.3
Orbital gap (eV): 8.51